# C14H29AlClI2P3

A molecular structure, C14H29AlClI2P3 (ωB97M-V/def2-TZVPD, the Open Molecules 2025 dataset).

The molecular weight is 606.6 g/mol. As for the total charge: +2. The relative energy (zero: lowest compared OMol25 entry of this formula, charge and spin) is 67.5 kcal per mole. The value obtained for the HOMO-LUMO gap (spin up / spin down) is 3.87 / 3.87 eV.

Geometry (Å):
H 1.11950 1.84708 -3.36894
H -3.71523 0.06591 1.60832
H 3.45079 1.84635 5.18462
H 3.60903 -1.88487 3.38586
H -0.44210 -1.73545 8.03914
H 3.52809 -0.72421 -1.30597
H 4.24717 1.16382 3.71080
H 2.68762 -1.12608 -3.80837
H 4.46493 0.36703 5.31714
C 1.14243 0.11154 5.64976
C 1.88615 1.37612 -2.74292
H 0.96066 -1.44363 -4.16293
H -3.95048 -0.91703 -2.08340
H 2.12682 2.04663 -1.90963
H 2.25989 -1.59591 -0.36643
C 1.72346 -1.41362 -3.38124
I 1.28931 0.73609 2.23837
H 2.78360 1.18753 -3.34461
C 3.77691 0.93196 4.67437
P 1.26976 -0.21573 -2.07581
H -3.86213 -1.71058 -0.48134
H 0.66610 2.16833 5.11633
I 0.17407 -2.01606 2.34678
H 1.34788 -1.93174 6.32610
H -2.24784 1.08567 1.78350
C 0.82145 -0.98860 6.45763
H 1.80769 -2.40512 -2.92675
C 3.01325 -1.77341 4.29363
C -3.10284 2.02292 -0.78850
C -0.87604 0.32743 7.55369
H 2.23310 -2.54866 4.28574
H 3.64705 -1.89587 5.17290
H 2.56549 0.11900 -0.04495
Al -1.04273 -0.22518 -2.17055
C -0.19625 -0.88552 7.40363
P -2.55167 0.30543 -0.49331
H -1.67575 0.42758 8.29129
C 2.53582 -0.64394 -0.83300
Cl -1.79931 -0.20185 -4.13340
C -3.95685 -0.74575 -0.99807
C -2.65926 0.18177 1.32231
C -0.56960 1.41885 6.73303
H -4.19758 2.05811 -0.76933
H -1.11125 2.36215 6.81658
H -4.89002 -0.25173 -0.69543
C 0.43203 1.32234 5.77057
P 2.35634 -0.09457 4.32397
H -2.06789 -0.68134 1.66154
H -2.69686 2.66304 0.00389
H -2.73781 2.38191 -1.75729